C13H27F3NO7 | ωB97M-V with the def2-TZVPD basis set

Last column: natural (NBO) charge in e.
Positions of all 51 atoms, in Å:
C  -0.96  -1.60  -3.97  -0.604
C  0.32  -2.00  -3.23  -0.247
C  1.54  -1.76  -4.12  -0.609
C  0.41  -1.22  -1.92  -0.216
N  0.69  -2.08  -0.71  -0.491
C  1.95  -2.88  -0.78  -0.244
C  2.00  -3.83  0.39  -0.006
O  2.04  -3.02  1.54  -0.705
C  3.22  -4.78  0.28  0.954
F  4.12  -4.32  -0.60  -0.316
F  2.81  -5.97  -0.16  -0.310
F  3.82  -4.93  1.45  -0.295
H  -0.87  -0.58  -4.36  0.219
H  -1.84  -1.64  -3.33  0.213
H  -1.12  -2.26  -4.83  0.234
H  0.26  -3.07  -3.01  0.200
H  1.32  -2.04  -5.15  0.236
H  2.42  -2.33  -3.81  0.212
H  1.80  -0.70  -4.13  0.215
H  1.22  -0.48  -1.95  0.224
H  -0.52  -0.70  -1.69  0.244
H  0.78  -1.47  0.11  0.454
H  -0.12  -2.67  -0.51  0.431
H  2.78  -2.17  -0.71  0.250
H  2.01  -3.39  -1.73  0.249
H  1.12  -4.49  0.39  0.196
H  1.79  -3.51  2.33  0.506
C  -4.09  -1.35  2.18  -0.258
O  -3.07  -0.80  1.33  -0.520
C  -3.23  0.51  1.08  0.975
O  -4.12  1.20  1.49  -0.612
O  -2.23  0.90  0.28  -0.525
C  -2.27  2.29  -0.07  -0.260
H  -3.84  -2.40  2.30  0.191
H  -4.09  -0.85  3.15  0.202
H  -5.07  -1.24  1.72  0.203
H  -2.19  2.92  0.81  0.221
H  -3.18  2.52  -0.61  0.199
H  -1.40  2.46  -0.71  0.188
C  1.12  6.62  0.80  -0.255
O  1.31  6.25  2.16  -0.486
C  0.50  5.29  2.60  0.984
O  -0.34  4.72  1.94  -0.668
O  0.76  5.07  3.88  -0.487
C  -0.06  4.08  4.50  -0.255
H  1.85  7.40  0.60  0.204
H  1.30  5.77  0.14  0.185
H  0.12  7.00  0.64  0.196
H  0.06  3.12  4.01  0.183
H  -1.11  4.38  4.46  0.197
H  0.27  4.02  5.53  0.203

Output
E_HOMO: -0.4703 Ha
molar mass: 366.4 g/mol
energy: -1392.36872 hartree
net charge: +1